13
Properties=species:S:1:pos:R:3:nbo_charge:R:1 method="wB97M-V/def2-TZVPD" total_charge=+1 orbital_gap_ev=10.8 largest_force_ev_per_a=4.422 de_lowest_kj_mol=119.6
C 0.331 -1.329 -0.573 -0.056
C -0.869 -0.435 -0.525 -0.013
N -0.973 -0.093 0.809 -0.458
C 0.049 -0.560 1.500 0.249
N 0.922 -1.197 0.700 -0.457
H 1.050 -1.662 -1.361 0.268
H -1.772 -0.399 -1.280 0.295
H -1.824 0.217 1.188 0.455
H 0.107 -0.446 2.611 0.261
H 1.745 -1.606 1.028 0.452
H 0.778 2.188 -1.972 0.477
H 0.392 3.004 -0.777 0.477
O 0.063 2.318 -1.349 -0.949

***

66
Properties=species:S:1:pos:R:3:nbo_charge:R:1 method="wB97M-V/def2-TZVPD" total_charge=0 orbital_gap_ev=8.6 largest_force_ev_per_a=1.143 smiles="CCn1cc(C(=O)NCC(OC)OC)c(=O)c2cc(S(=O)(=O)N(C)C3CCCCC3)ccc21" de_lowest_kj_mol=0.0
C -1.975 -5.187 -1.325 -0.619
C -2.306 -4.509 0.003 -0.205
N -1.989 -3.093 -0.033 -0.375
C -2.972 -2.224 -0.336 0.143
C -2.826 -0.876 -0.452 -0.329
C -4.068 -0.111 -0.786 0.673
O -5.132 -0.685 -0.973 -0.672
N -3.901 1.216 -0.869 -0.612
C -4.972 2.140 -1.122 -0.291
C -5.314 3.021 0.120 0.387
O -4.179 3.207 0.937 -0.550
C -3.311 4.230 0.520 -0.250
O -6.361 2.531 0.884 -0.525
C -6.148 1.267 1.495 -0.278
C -1.529 -0.268 -0.246 0.589
O -1.289 0.935 -0.336 -0.639
C -0.468 -1.236 0.080 -0.210
C 0.823 -0.748 0.302 -0.106
C 1.853 -1.607 0.584 -0.353
S 3.491 -0.945 0.887 2.320
O 4.427 -2.037 0.844 -0.948
O 3.445 -0.147 2.075 -0.933
N 3.656 0.067 -0.437 -0.673
C 3.915 -0.697 -1.635 -0.430
C 4.440 1.269 -0.190 -0.056
C 5.951 1.034 -0.225 -0.425
C 6.678 2.313 0.182 -0.394
C 6.292 3.463 -0.744 -0.396
C 4.781 3.678 -0.734 -0.393
C 4.054 2.399 -1.144 -0.406
C 1.629 -2.975 0.655 -0.143
C 0.366 -3.481 0.449 -0.280
C -0.710 -2.623 0.164 0.274
H -2.227 -6.243 -1.273 0.222
H -0.918 -5.091 -1.559 0.214
H -2.549 -4.732 -2.129 0.218
H -1.768 -4.982 0.827 0.209
H -3.375 -4.607 0.204 0.218
H -3.960 -2.636 -0.497 0.244
H -2.982 1.582 -0.629 0.440
H -5.860 1.570 -1.404 0.246
H -4.689 2.795 -1.952 0.199
H -5.683 3.998 -0.239 0.154
H -3.832 5.194 0.469 0.168
H -2.862 4.016 -0.456 0.162
H -2.524 4.279 1.270 0.202
H -6.165 0.459 0.758 0.193
H -6.975 1.139 2.191 0.190
H -5.202 1.255 2.038 0.182
H 0.992 0.316 0.243 0.260
H 3.938 -0.032 -2.495 0.214
H 3.095 -1.405 -1.758 0.212
H 4.851 -1.260 -1.571 0.205
H 4.157 1.560 0.827 0.236
H 6.199 0.216 0.456 0.223
H 6.258 0.748 -1.234 0.195
H 7.757 2.152 0.146 0.210
H 6.409 2.567 1.209 0.199
H 6.798 4.378 -0.431 0.210
H 6.617 3.233 -1.762 0.192
H 4.515 4.487 -1.417 0.210
H 4.463 3.967 0.270 0.198
H 4.339 2.139 -2.166 0.191
H 2.974 2.546 -1.118 0.219
H 2.466 -3.621 0.870 0.248
H 0.221 -4.546 0.510 0.222

***

95
Properties=species:S:1:pos:R:3:lowdin_charge:R:1 method="wB97M-V/def2-TZVPD" total_charge=-2 orbital_gap_ev=4.2 largest_force_ev_per_a=2.966 de_lowest_kj_mol=21.2
Na 1.154 0.425 1.770 0.347
C 4.300 -0.225 -0.124 -0.080
O 3.270 -1.069 0.322 -0.073
C 2.868 -2.063 -0.507 -0.210
C 3.526 -2.407 -1.677 -0.026
C 3.067 -3.446 -2.478 -0.110
C 1.934 -4.149 -2.114 -0.126
C 1.279 -3.833 -0.941 -0.051
C 1.719 -2.793 -0.107 -0.198
N 1.041 -2.396 1.013 0.111
N 0.240 -3.293 1.493 0.079
C -0.609 -3.017 2.493 -0.160
C -0.778 -1.724 3.126 -0.375
O -0.123 -0.695 2.824 -0.088
C -1.781 -1.649 4.159 -0.024
C -2.543 -2.708 4.538 -0.053
C -2.384 -3.978 3.935 -0.197
C -3.177 -5.076 4.306 -0.071
C -3.035 -6.299 3.699 -0.132
C -2.074 -6.455 2.693 -0.111
C -1.277 -5.401 2.322 -0.037
C -1.406 -4.131 2.915 -0.106
H 5.249 -0.769 -0.234 0.092
H 4.395 0.537 0.644 0.066
H 4.038 0.249 -1.075 0.074
H 4.398 -1.862 -2.003 0.100
H 3.588 -3.677 -3.399 0.094
H 1.555 -4.938 -2.753 0.091
H 0.385 -4.362 -0.643 0.096
H -1.907 -0.679 4.630 0.110
H -3.303 -2.602 5.308 0.102
H -3.923 -4.933 5.081 0.098
H -3.662 -7.136 3.989 0.083
H -1.976 -7.416 2.200 0.089
H -0.524 -5.522 1.558 0.093
C 1.340 -0.652 -4.880 -0.204
Si 0.182 0.044 -3.500 0.389
C -1.156 1.026 -4.523 -0.213
C -0.728 -1.489 -2.806 -0.170
C 1.073 1.025 -2.230 -0.348
Si 2.107 2.517 -2.490 0.385
C 2.538 3.420 -0.866 -0.180
C 1.336 3.881 -3.635 -0.214
C 3.804 2.208 -3.389 -0.205
H 0.811 -1.183 -5.669 0.003
H 2.057 -1.338 -4.444 -0.006
H 1.909 0.147 -5.345 -0.004
H -1.889 0.394 -5.023 -0.001
H -0.680 1.640 -5.283 -0.004
H -1.704 1.706 -3.876 -0.012
H -1.207 -2.088 -3.579 0.016
H -1.481 -1.213 -2.075 -0.008
H -0.010 -2.123 -2.302 -0.010
H 0.828 0.785 -1.197 -0.066
H 1.623 3.637 -0.317 -0.013
H 3.077 4.353 -1.019 0.021
H 3.146 2.782 -0.237 0.005
H 0.366 4.188 -3.255 0.003
H 1.185 3.487 -4.636 -0.003
H 1.958 4.771 -3.719 -0.001
H 4.513 1.701 -2.739 -0.009
H 4.281 3.126 -3.732 0.000
H 3.647 1.569 -4.254 -0.006
Cl 5.256 3.249 2.504 0.541
C 3.580 3.744 2.701 -0.517
C 2.576 2.564 2.468 -0.778
O 1.403 2.864 2.717 -0.098
O 3.030 1.485 2.097 -0.081
H 3.389 4.531 1.975 0.060
H 3.473 4.135 3.713 0.062
C -0.468 4.968 1.411 -0.336
As -0.909 3.047 1.158 1.120
C -2.671 3.533 0.329 -0.335
C -1.644 2.779 2.952 -0.322
H -1.261 5.482 1.960 0.007
H -0.350 5.450 0.438 0.012
H 0.460 5.063 1.965 -0.005
H -3.050 4.487 0.704 0.005
H -3.412 2.768 0.545 -0.010
H -2.570 3.603 -0.754 0.008
H -2.577 3.333 3.092 0.015
H -0.904 3.115 3.672 0.009
H -1.821 1.720 3.116 -0.010
C -5.264 -0.623 1.377 -0.036
N -4.126 -0.211 0.613 -0.135
C -4.137 0.299 -0.660 -0.080
C -2.852 0.678 -0.922 -0.184
N -2.063 0.413 0.150 0.065
C -2.844 -0.115 1.047 -0.162
H -6.039 -1.017 0.719 0.084
H -5.682 0.222 1.934 0.087
H -4.968 -1.395 2.084 0.087
H -5.039 0.349 -1.242 0.104
H -2.442 1.121 -1.806 0.085
H -2.526 -0.472 2.003 0.098

***

54
Properties=species:S:1:pos:R:3:nbo_charge:R:1 method="wB97M-V/def2-TZVPD" total_charge=-1 orbital_gap_ev=4.7 largest_force_ev_per_a=3.769 de_lowest_kj_mol=0.0
O -1.080 0.230 -0.165 -0.855
H -0.520 -0.608 -0.309 0.540
H -0.617 0.990 -0.584 0.540
H -1.023 0.421 0.821 0.571
C -0.941 0.513 4.742 -0.522
C -0.787 0.586 3.347 0.415
C 0.302 1.591 2.739 0.412
O 0.413 1.529 1.493 -0.800
C 0.888 2.564 3.594 -0.534
C 0.579 2.568 4.966 0.419
C -0.320 1.461 5.531 0.401
O -0.386 1.341 6.788 -0.657
O 1.090 3.455 5.684 -0.645
O -1.397 -0.074 2.486 -0.771
H -1.572 -0.265 5.150 0.196
H 1.512 3.267 3.060 0.194
C 4.882 -2.730 1.086 -0.255
O 3.726 -2.238 0.448 -0.550
C 2.543 -2.976 0.649 -0.081
C 1.368 -2.005 0.621 -0.269
N 0.934 -1.483 -0.649 -0.638
C 0.533 -2.452 -1.677 -0.238
C -0.765 -3.181 -1.328 -0.074
O -1.843 -2.347 -0.999 -0.539
C -2.889 -3.002 -0.337 -0.249
H 4.685 -2.841 2.159 0.178
H 5.641 -1.949 1.184 0.195
H 5.281 -3.600 0.565 0.164
H 2.536 -3.642 1.520 0.182
H 2.402 -3.761 -0.112 0.145
H 1.615 -1.170 1.280 0.262
H 0.576 -2.517 1.176 0.210
H 1.605 -0.870 -1.096 0.383
H 1.321 -3.209 -1.782 0.181
H 0.535 -2.042 -2.689 0.200
H -0.546 -3.973 -0.607 0.172
H -1.021 -3.696 -2.263 0.164
H -3.682 -2.433 0.144 0.215
H -2.543 -3.635 0.489 0.169
H -3.398 -3.708 -1.006 0.150
C -1.340 3.607 -1.885 -0.237
C -2.119 4.396 -2.695 -0.218
C -2.267 3.988 -4.034 0.261
C -1.552 2.920 -4.586 -0.259
C -0.708 2.190 -3.716 -0.262
C -0.600 2.567 -2.398 0.258
O 0.485 2.050 -1.692 -0.703
O -3.083 4.771 -4.829 -0.707
H -1.265 3.962 -0.864 0.251
H -2.569 5.319 -2.363 0.230
H -1.856 2.650 -5.588 0.217
H -0.176 1.329 -4.100 0.211
H 1.252 1.881 -2.238 0.494
H -3.843 4.261 -5.127 0.478

***

26
Properties=species:S:1:pos:R:3:nbo_charge:R:1 method="wB97M-V/def2-TZVPD" total_charge=0 orbital_gap_ev=9.7 largest_force_ev_per_a=4.772 smiles=CCC(C)(C)[C@H](O)C(O)O de_lowest_kj_mol=125.5
C -0.116 2.931 0.619 -0.621
C -0.851 1.638 0.320 -0.385
C 0.239 0.305 -0.029 -0.040
C 1.282 0.181 1.067 -0.631
C 0.857 0.561 -1.391 -0.622
C -0.782 -0.773 -0.017 0.094
O -1.405 -0.982 1.199 -0.742
C 0.077 -2.277 -0.401 0.342
O -0.029 -2.584 -1.755 -0.713
O -0.484 -3.277 0.432 -0.753
H 0.547 3.217 -0.196 0.197
H -0.832 3.741 0.776 0.212
H 0.468 2.853 1.534 0.203
H -1.492 1.377 1.160 0.218
H -1.479 1.753 -0.565 0.189
H 1.977 -0.626 0.844 0.203
H 1.856 1.101 1.139 0.216
H 0.809 -0.039 2.021 0.226
H 0.093 0.671 -2.160 0.208
H 1.486 -0.275 -1.691 0.215
H 1.447 1.475 -1.360 0.214
H -1.533 -0.631 -0.811 0.156
H -1.163 -1.871 1.518 0.500
H 1.147 -2.319 -0.179 0.162
H -0.926 -2.392 -2.057 0.468
H -1.194 -3.758 -0.017 0.483

***

25
Properties=species:S:1:pos:R:3:nbo_charge:R:1 method="wB97M-V/def2-TZVPD" total_charge=0 orbital_gap_ev=6.1 largest_force_ev_per_a=4.186 de_lowest_kj_mol=0.0
O 1.060 0.877 1.160 -0.814
O 0.336 1.927 -0.658 -0.567
C 1.484 1.483 -1.384 -0.116
C 2.660 2.425 -1.165 -0.093
O 3.768 2.036 -1.971 -0.517
C 0.134 1.523 0.628 0.334
H 1.752 0.460 -1.090 0.191
H 1.195 1.493 -2.442 0.186
H 3.011 2.372 -0.128 0.198
H 2.367 3.457 -1.396 0.196
O 4.865 2.132 -3.883 -0.843
O 3.003 3.302 -3.679 -0.863
C 3.868 2.515 -3.223 0.954
O -2.753 -2.321 3.125 -0.474
C -3.041 -1.535 2.106 0.997
C -3.019 -3.694 2.790 -0.103
O -2.603 -0.361 1.984 -0.660
O -3.691 -2.176 1.159 -0.452
C -3.842 -3.567 1.501 -0.104
H -3.571 -4.147 3.618 0.210
H -2.061 -4.205 2.648 0.204
H -4.908 -3.769 1.646 0.202
H -3.449 -4.167 0.675 0.213
Tl -0.706 0.645 3.263 0.768
Li 4.142 3.296 -5.285 0.954

***

42
Properties=species:S:1:pos:R:3:nbo_charge:R:1 method="wB97M-V/def2-TZVPD" total_charge=0 orbital_gap_ev=9.5 largest_force_ev_per_a=1.127 smiles="CN(C)C=O.CN(C)C=O.CN(C)C=O.CO" de_lowest_kj_mol=0.0
C -2.385 -1.206 0.590 -0.411
N -3.317 -0.793 1.622 -0.434
C -3.890 0.530 1.443 -0.420
C -3.677 -1.672 2.598 0.532
O -4.340 -1.368 3.567 -0.618
H -2.861 -1.292 -0.395 0.190
H -1.995 -2.207 0.776 0.206
H -1.557 -0.492 0.569 0.207
H -4.704 0.738 2.128 0.236
H -3.089 1.259 1.586 0.216
H -4.255 0.552 0.414 0.188
H -3.302 -2.689 2.410 0.105
C 3.560 -1.789 2.099 -0.402
N 2.453 -1.138 1.430 -0.420
C 1.470 -1.963 0.773 -0.433
C 2.286 0.195 1.481 0.546
O 1.388 0.806 0.935 -0.674
H 4.317 -1.076 2.413 0.213
H 3.972 -2.546 1.431 0.206
H 3.187 -2.303 2.992 0.197
H 1.941 -2.534 -0.030 0.215
H 0.978 -2.669 1.452 0.198
H 0.650 -1.382 0.365 0.243
H 3.048 0.702 2.087 0.117
C 0.399 0.815 -3.468 -0.418
N 1.558 0.656 -2.605 -0.424
C 2.234 1.853 -2.160 -0.397
C 2.019 -0.564 -2.317 0.527
O 1.440 -1.592 -2.628 -0.645
H 0.504 1.725 -4.052 0.202
H -0.501 0.820 -2.852 0.201
H 0.318 -0.040 -4.137 0.234
H 3.035 1.576 -1.476 0.211
H 2.700 2.373 -3.005 0.189
H 1.554 2.543 -1.660 0.205
H 2.945 -0.628 -1.733 0.114
C -1.616 2.521 -0.651 -0.250
O -0.872 2.546 0.541 -0.738
H -2.630 2.880 -0.460 0.178
H -1.228 3.238 -1.386 0.156
H -1.706 1.520 -1.081 0.154
H -0.031 2.093 0.396 0.498

***

124
Properties=species:S:1:pos:R:3:lowdin_charge:R:1 method="wB97M-V/def2-TZVPD" total_charge=-1 orbital_gap_ev=5.7 largest_force_ev_per_a=4.657 de_lowest_kj_mol=500.9
Ba -0.386 -0.637 0.605 1.933
C -3.397 1.267 4.735 -0.017
N -2.458 2.124 4.024 -0.121
C -2.830 3.121 3.154 -0.075
C -1.671 3.654 2.689 -0.148
N -0.589 2.993 3.234 0.050
C -1.094 2.046 4.007 -0.464
P -0.060 0.991 5.139 1.158
C 1.501 1.372 4.299 -0.510
N 1.690 1.391 3.001 0.086
C 3.012 1.724 2.825 -0.149
C 3.624 1.883 4.038 -0.074
N 2.646 1.663 4.979 -0.122
C 2.835 1.692 6.427 -0.046
C -0.033 -0.806 4.681 -0.484
N 0.962 -1.293 3.972 0.068
C 0.753 -2.651 3.896 -0.127
C -0.363 -2.984 4.599 -0.065
N -0.840 -1.813 5.137 -0.117
C -1.994 -1.753 6.019 -0.037
H -4.368 1.757 4.733 0.090
H -3.491 0.290 4.269 0.055
H -3.075 1.162 5.766 0.071
H -3.868 3.324 2.942 0.112
H -1.546 4.468 1.988 0.092
H 3.455 1.807 1.840 0.104
H 4.638 2.125 4.318 0.104
H 3.839 2.052 6.630 0.079
H 2.116 2.356 6.898 0.072
H 2.723 0.697 6.854 0.085
H 1.417 -3.292 3.335 0.095
H -0.874 -3.921 4.756 0.119
H -1.961 -2.607 6.692 0.085
H -1.937 -0.851 6.618 0.062
H -2.909 -1.779 5.433 0.061
C 1.470 -0.142 -4.224 -0.157
C 2.701 -0.870 -3.573 -0.153
C 2.360 -1.959 -2.579 -0.037
C 1.119 -2.369 -2.349 -0.377
C -0.002 -1.827 -3.183 -0.094
C 0.138 -0.817 -4.038 -0.072
P 0.634 -3.488 -0.938 1.072
C 0.784 -5.164 -1.711 -0.363
C 0.758 -6.282 -0.868 -0.116
C 0.806 -7.574 -1.377 -0.099
C 0.855 -7.785 -2.752 -0.115
C 0.851 -6.690 -3.605 -0.103
C 0.818 -5.393 -3.088 -0.092
C 2.120 -3.290 0.137 -0.480
C 3.191 -4.199 0.158 -0.136
C 4.304 -3.921 0.946 -0.135
C 4.328 -2.729 1.677 -0.130
C 3.248 -1.849 1.618 -0.181
C 2.063 -2.077 0.868 -0.279
H 1.629 0.048 -5.282 0.137
H 3.429 -1.230 -4.301 0.140
H 3.180 -2.353 -1.980 0.119
H -0.982 -2.286 -3.062 0.095
H -0.711 -0.485 -4.629 0.099
H 0.703 -6.134 0.206 0.108
H 0.794 -8.418 -0.699 0.096
H 0.898 -8.792 -3.151 0.091
H 0.872 -6.840 -4.679 0.093
H 0.831 -4.552 -3.774 0.091
H 3.175 -5.111 -0.434 0.084
H 5.138 -4.614 0.984 0.080
H 5.190 -2.500 2.303 0.082
H 3.317 -0.948 2.230 0.053
O 0.774 0.310 -1.115 -0.638
P 0.813 1.549 -1.991 0.815
C -0.849 2.097 -2.563 -0.263
P -2.191 1.467 -1.486 0.779
O -1.655 1.196 -0.092 -0.587
C -3.503 2.694 -1.462 -0.260
C -3.592 3.779 -2.331 -0.089
C -4.695 4.630 -2.272 -0.091
C -5.706 4.384 -1.350 -0.090
C -5.616 3.298 -0.482 -0.067
C -4.520 2.447 -0.526 -0.040
C -2.943 0.100 -2.397 -0.258
C -3.199 -1.158 -1.840 -0.053
C -3.894 -2.106 -2.591 -0.055
C -4.328 -1.815 -3.874 -0.079
C -4.079 -0.557 -4.427 -0.088
C -3.401 0.397 -3.688 -0.106
C 1.412 2.965 -1.050 -0.243
C 1.056 2.990 0.308 -0.069
C 1.383 4.080 1.105 -0.078
C 2.086 5.143 0.558 -0.074
C 2.459 5.126 -0.783 -0.090
C 2.118 4.049 -1.590 -0.072
C 1.853 1.212 -3.442 -0.335
C 2.049 2.375 -4.392 -0.101
C 3.251 2.722 -4.831 -0.096
C 4.487 2.043 -4.367 -0.082
C 4.450 1.043 -3.493 -0.044
C 3.173 0.488 -2.927 -0.178
H -1.020 1.795 -3.597 0.060
H -0.845 3.184 -2.488 0.064
H -2.811 3.971 -3.061 0.094
H -4.759 5.480 -2.942 0.097
H -6.567 5.041 -1.308 0.098
H -6.406 3.106 0.234 0.106
H -4.437 1.599 0.162 0.089
H -2.885 -1.451 -0.832 0.054
H -4.090 -3.076 -2.146 0.118
H -4.869 -2.561 -4.447 0.100
H -4.426 -0.318 -5.425 0.098
H -3.245 1.384 -4.117 0.102
H 0.532 2.169 0.789 0.065
H 1.078 4.056 2.148 0.084
H 2.357 5.988 1.181 0.101
H 3.016 5.956 -1.205 0.098
H 2.414 4.056 -2.629 0.082
H 1.165 2.889 -4.766 0.113
H 3.349 3.539 -5.537 0.099
H 5.438 2.381 -4.763 0.093
H 5.372 0.559 -3.182 0.114
H 3.236 0.410 -1.839 0.141
O -4.007 -0.271 1.179 -0.501
Se -2.895 -1.212 1.969 0.701
O -1.628 -0.275 2.521 -0.757
O -2.191 -2.251 0.867 -0.736
O -3.551 -2.022 3.244 -0.493